Entry 1:
A 2-piece molecular cluster, C2H3NOS2 overall at a distorted geometry, computed with ωB97M-V/def2-TZVPD.

Element x y z (Å)
C1 1.60894 -1.52374 0.25695
N1 2.00103 -0.46972 -0.03420
S1 2.16983 1.00487 -0.25625
H1 1.74856 -2.47906 0.67552
O1 -1.12863 -0.56236 -0.32154
C2 -1.93472 0.33681 -0.20454
S2 -1.34957 1.93477 0.08058
H2 -3.00857 0.11851 -0.33157
H3 -0.10688 1.63992 0.13505

Atoms 1-2, force components in eV/Å:
C 0.86 0.06 -0.32
N -1.59 -4.00 1.28

Output
structure (SMILES) = C#[N+][S-].O=CS
E_HOMO = -8.8 eV
LUMO = 0.56 eV
frontier orbital gap = 9.3 eV

Results of the Mulliken charge analysis, in e, for atoms 1 through 2: -0.056 0.039

---

Entry 2:
An isolated ion of composition CHN4O2 and charge -1 at a distorted geometry, computed with ωB97M-V/def2-TZVPD.

Element x y z (Å)
C1 0.07573 -1.33652 2.02020
N1 -0.22029 -1.95572 1.03337
N2 -1.04192 -0.70075 -0.91514
N3 -0.61893 0.39942 -0.71666
N4 -1.13062 -1.77709 -0.26916
O1 0.57577 -0.76092 2.95389
O2 -1.67396 -2.88991 -0.58141
H1 0.06679 0.37045 0.20837

Atoms 1-2, force components in eV/Å:
C 1.18 -0.27 -0.60
N 2.93 -1.71 3.88

Output
E_HOMO (spin up / spin down) = -0.7 / -4.8 eV
LUMO (spin up / spin down) = 4.28 / 3.32 eV
spin multiplicity = 3
frontier orbital gap (spin up / spin down) = 5.0 / 8.1 eV
charge = -1

Results of the Mulliken charge analysis, in e, for atoms 1 through 2: 0.383 -0.525

---

Entry 3:
C4H8O3 as an isolated structure at a distorted geometry, computed with ωB97M-V/def2-TZVPD.

Element x y z (Å)
C1 -1.03362 -0.78661 0.17630
C2 -0.14007 0.87550 0.17420
C3 1.09119 0.29261 -0.13309
C4 2.00119 -0.64131 -0.07377
O1 -1.99281 -0.70348 1.18441
O2 -1.62802 -0.85511 -1.08789
O3 1.62436 2.06300 -0.06206
H1 -2.15174 -1.67134 -1.12973
H2 -2.52767 0.08775 1.02246
H3 1.35035 2.50959 -0.87766
H4 -0.44372 -1.68017 0.38703
H5 -0.66523 1.35554 -0.64730
H6 -0.27937 1.22190 1.19381
H7 3.03927 -0.39083 -0.25968
H8 1.75588 -1.67705 0.13298

Atoms 1-2, force components in eV/Å:
C -0.45 3.01 0.23
C -3.97 -6.00 -0.08

Output
E_HOMO = -8.6 eV
LUMO = 0.64 eV
frontier orbital gap = 9.2 eV

Results of the Mulliken charge analysis, in e, for atoms 1 through 2: -0.050 -0.208

---

Entry 4:
A 2-piece molecular cluster, C3H3NO2 overall at a distorted geometry, computed with ωB97M-V/def2-TZVPD.

Element x y z (Å)
C1 -0.93366 -1.34216 -0.42889
C2 -1.44375 1.67798 -0.12433
C3 1.05649 -0.10895 0.08676
N1 -0.21534 -0.50333 -0.01341
O1 -1.40969 2.18454 0.87060
O2 -1.79527 -2.05127 -0.78984
H1 1.93810 -0.76718 -0.38028
H2 1.45862 0.09235 1.10058
H3 1.34450 0.81802 -0.32121

Atoms 1-2, force components in eV/Å:
C -1.56 -0.86 -0.50
C -0.42 0.10 -1.24

Output
E_HOMO = -10.4 eV
LUMO = 0.69 eV
frontier orbital gap = 11.1 eV

Results of the Mulliken charge analysis, in e, for atoms 1 through 2: 0.557 0.097

---

Entry 5:
A 16-piece molecular cluster, H33O16 overall at a distorted geometry, computed with ωB97M-V/def2-TZVPD.

Element x y z (Å)
O1 2.69528 -0.94833 -1.13876
H1 2.64675 -0.18784 -0.54948
H2 3.60571 -0.98876 -1.43557
O2 -2.72981 0.55887 -2.55807
H3 0.86750 -5.76007 1.98574
H4 -0.60540 -0.21680 -1.45664
O3 0.47168 -4.95481 1.64952
H5 -0.32317 -4.75852 2.14475
H6 0.33725 3.32996 2.15720
O4 -0.39902 2.35948 5.64292
H7 0.21118 2.69298 4.96775
H8 -1.36220 -0.57240 -0.10280
O5 0.69718 -3.40247 -0.47965
H9 -2.31463 1.08084 -3.27056
H10 0.82517 -4.05160 0.24013
O6 -1.80216 -1.55934 2.66691
H11 -1.92154 -2.16203 3.40944
H12 -2.77873 0.74097 0.12028
O7 -0.06530 3.03039 -3.26181
H13 0.61006 3.23919 -3.92849
H14 0.59798 2.98057 -2.53824
O8 4.79473 0.33172 2.05379
H15 0.21952 1.72617 6.05632
H16 4.18123 1.07008 2.09472
O9 0.92614 3.23094 2.90538
H17 0.63730 -3.72885 -1.37585
O10 -2.82852 -0.22719 0.07413
H18 -0.79585 -3.51210 -1.59808
H19 -3.04883 -0.60811 0.94208
O11 -0.96419 -2.75408 -2.17825
H20 -1.90801 -3.04269 -2.23760
H21 -4.49583 3.25972 2.11058
O12 -0.28582 0.29142 -3.04478
H22 -2.07238 -0.67678 2.93790
H23 -3.29325 3.88539 1.26231
O13 -0.45954 -0.75155 -0.55333
H24 -0.37280 -1.73392 -0.85073
H25 -0.32703 -0.34012 -3.76698
O14 -3.91375 3.15026 1.34014
H26 -0.13758 1.14264 -3.54213
H27 1.72603 2.90049 2.49987
O15 2.73657 0.66383 -4.37003
H28 3.02801 0.75515 -5.28850
H29 2.96722 1.55588 -4.09588
O16 0.97451 1.01592 1.48615
H30 1.62094 0.69966 0.83238
H31 -3.00609 1.24676 -1.95015
H32 4.47259 -0.26988 2.74091
H33 0.36092 0.26894 1.25108

Atoms 1-2, force components in eV/Å:
O -0.47 0.12 0.13
H 0.37 -0.21 -0.22

Output
E_HOMO = -12.9 eV
LUMO = -2.82 eV
frontier orbital gap = 10.1 eV
charge = +1

Results of the Mulliken charge analysis, in e, for atoms 1 through 2: -0.484 0.231

---

Entry 6:
A 2-piece molecular cluster, CH5OP overall at a distorted geometry, computed with ωB97M-V/def2-TZVPD.

Element x y z (Å)
C1 -1.43673 -0.12199 0.03279
O1 1.70797 0.80591 0.12058
P1 1.15661 -0.53604 -0.70326
H1 -2.15982 -0.64860 -0.48261
H2 -1.46459 0.93620 0.01898
H3 -1.08336 -0.41276 1.02181
H4 2.23842 1.43859 -0.42486
H5 1.04150 -1.46132 0.41657

Atoms 1-2, force components in eV/Å:
C 4.48 0.32 1.03
O 0.56 0.16 -0.46

Output
E_HOMO (spin up / spin down) = -8.2 / -8.0 eV
LUMO (spin up / spin down) = -0.01 / 0.03 eV
frontier orbital gap (spin up / spin down) = 8.1 / 8.1 eV

Results of the Mulliken charge analysis, in e, for atoms 1 through 2: -0.961 -0.485

---

Entry 7:
C5H10O2 as an isolated structure at a distorted geometry, computed with ωB97M-V/def2-TZVPD.

Element x y z (Å)
O1 -0.18874 2.32989 1.87998
C1 0.54822 1.21461 1.44221
C2 0.12254 0.79376 0.04425
C3 0.98919 -0.52944 -0.37149
C4 0.07842 -1.19482 -1.34362
C5 -1.25913 -1.16515 -0.82770
O2 -1.21953 0.49077 0.00917
H1 -1.10506 2.11127 1.66645
H2 0.42597 0.34563 2.10967
H3 1.59961 1.50091 1.45146
H4 0.37253 1.59633 -0.67059
H5 1.10152 -1.12522 0.53158
H6 1.97246 -0.29215 -0.77958
H7 -0.12220 -2.34965 -1.35249
H8 0.18752 -0.86064 -2.37489
H9 -1.43356 -1.62364 0.13300
H10 -2.07334 -1.24386 -1.54760

Atoms 1-2, force components in eV/Å:
O -0.24 -0.02 0.10
C 0.04 -0.22 -0.18

Output
E_HOMO = -9.3 eV
LUMO = 0.85 eV
frontier orbital gap = 10.1 eV

Results of the Mulliken charge analysis, in e, for atoms 1 through 2: -0.513 -0.670

---

Entry 8:
C19H12F6MgN6O11S3 as an isolated structure at a distorted geometry, computed with ωB97M-V/def2-TZVPD.

Element x y z (Å)
Mg1 0.84989 -0.36446 0.25593
O1 2.27605 -3.78129 -4.61310
C1 1.96488 -2.97200 -3.54996
C2 2.88989 -2.06676 -3.03898
C3 2.49447 -1.29939 -1.96181
N1 1.28964 -1.43806 -1.44214
C4 0.38966 -2.27819 -1.92898
C5 0.68891 -3.08410 -3.00826
C6 -0.94794 -2.22248 -1.16615
O2 -1.89551 -2.86344 -1.62219
O3 -0.90676 -1.47596 -0.13831
C7 3.32866 -0.21931 -1.25428
O4 4.40889 0.09334 -1.73874
O5 2.75864 0.24992 -0.20633
H1 3.17996 -3.58463 -4.87677
H2 3.88438 -1.94725 -3.45292
H3 -0.04404 -3.76533 -3.41562
N2 -6.28485 2.84346 -1.62931
C8 -4.89078 2.65492 -1.72562
C9 -4.34885 1.37602 -1.62701
C10 -2.98302 1.18450 -1.73842
C11 -2.15208 2.27585 -1.95565
C12 -2.67958 3.54978 -2.07552
C13 -4.04892 3.73839 -1.96671
S1 -0.41379 1.98263 -2.04652
O6 0.23407 3.25215 -2.26437
O7 -0.23466 0.95131 -3.03706
N3 -0.05230 1.32211 -0.63900
C14 -0.38206 1.85568 0.55878
N4 0.02053 1.05509 1.59442
C15 -0.25651 1.42624 2.82881
C16 -0.93985 2.60196 3.09321
C17 -1.30389 3.35338 1.98556
N5 -1.04062 3.01699 0.73276
H4 -6.75031 2.11715 -1.10789
H5 -6.54347 3.75729 -1.29178
H6 -5.00099 0.52762 -1.45020
H7 -2.55393 0.19287 -1.63527
H8 -2.00274 4.37879 -2.23252
H9 -4.47316 4.73389 -2.05206
H10 0.08897 0.75740 3.61235
H11 -1.17437 2.91138 4.10068
H12 -1.84245 4.28989 2.11352
F1 4.39970 -0.33981 3.59967
C18 3.88382 -0.18844 2.37408
F2 4.89204 0.04786 1.55371
F3 3.03227 0.82110 2.42485
S2 3.03048 -1.81847 1.87366
O8 1.59178 -1.57227 1.66606
O9 3.78896 -2.40519 0.81947
N6 3.21435 -2.68846 3.21076
S3 2.16177 -2.49419 4.38241
O10 1.76733 -1.12581 4.61894
O11 2.56665 -3.28530 5.50984
C19 0.57134 -3.34003 3.82621
F4 0.17703 -4.19282 4.78962
F5 0.73047 -4.04850 2.71236
F6 -0.40806 -2.45702 3.65177

Atoms 1-2, force components in eV/Å:
Mg -0.34 -0.25 -0.56
O -0.01 0.01 0.01

Output
E_HOMO = -3.6 eV
LUMO = 4.25 eV
frontier orbital gap = 7.9 eV
charge = -2

Results of the Mulliken charge analysis, in e, for atoms 1 through 2: 1.575 -0.583

---

Entry 9:
A 2-piece molecular cluster, C12H20Cl5N4O overall at a distorted geometry, computed with ωB97M-V/def2-TZVPD.

Element x y z (Å)
C1 -0.94332 2.81747 -1.02483
C2 -1.03565 2.14627 -2.39451
C3 -0.07944 0.96999 -2.56225
C4 -0.54707 -0.31019 -1.83726
C5 0.15782 -0.43468 -0.47051
C6 -0.55576 -1.47243 0.38801
N1 -0.51814 -1.17542 1.87184
C7 -1.65744 -0.65234 2.38414
N2 -1.87225 0.62203 2.61375
N3 -2.69325 -1.60813 2.62787
N4 -3.92727 -1.09386 2.05199
C8 -4.20842 -1.57485 0.95192
O1 -4.44580 -1.93220 -0.10276
C9 0.72848 -0.62737 2.36794
Cl1 1.06009 1.07941 2.41821
C10 1.66935 -1.48394 2.80563
C11 3.00403 -1.13905 3.35743
Cl2 1.34122 -3.17774 2.75583
H1 0.08968 2.98006 -0.72051
H2 -1.37809 2.15764 -0.26198
H3 -1.50711 3.74387 -0.97354
H4 -0.77608 2.89273 -3.14321
H5 -2.06443 1.81798 -2.53414
H6 0.90008 1.23987 -2.16630
H7 0.07072 0.73921 -3.61353
H8 -0.41460 -1.20923 -2.43176
H9 -1.60787 -0.17507 -1.60920
H10 1.19895 -0.70928 -0.62529
H11 0.14532 0.55983 -0.03636
H12 -1.59503 -1.53918 0.07789
H13 -0.09451 -2.44464 0.23923
H14 -1.52254 1.33383 1.98615
H15 -2.31787 0.93907 3.46403
H16 -2.86664 -1.63873 3.63339
H17 3.74371 -1.82050 2.94086
H18 3.32539 -0.13095 3.12820
H19 3.03176 -1.28519 4.43590
C12 3.72507 0.29305 -4.05621
Cl3 3.77256 -0.11150 -2.33305
Cl4 3.03278 -1.03243 -4.98614
Cl5 2.82052 1.78275 -4.31866
H20 4.74172 0.44963 -4.39024

Atoms 1-2, force components in eV/Å:
C -0.17 -0.58 0.32
C 0.43 0.26 0.25

Output
E_HOMO = -12.7 eV
LUMO = -4.73 eV
frontier orbital gap = 8.0 eV
charge = +1

Results of the Mulliken charge analysis, in e, for atoms 1 through 2: -0.810 -0.708

---

Entry 10:
One molecule with the formula C12H10Cl2N2O2S at a distorted geometry, computed with ωB97M-V/def2-TZVPD.

Element x y z (Å)
C1 -1.50339 -1.17462 -2.65926
C2 -2.27313 -0.82325 -1.42665
C3 -3.61540 -1.14880 -1.26958
C4 -4.24986 -0.80718 -0.08460
C5 -3.54115 -0.14896 0.90289
C6 -2.20005 0.13769 0.64991
N1 -1.37637 0.76528 1.56578
S1 -0.11150 1.67480 0.90511
O1 -0.61170 2.48165 -0.16014
O2 0.50415 2.32875 2.01793
C7 1.00142 0.39407 0.30659
C8 0.92446 -0.88245 0.82616
C9 1.78077 -1.86088 0.34680
Cl1 1.67363 -3.45968 0.97199
C10 2.71978 -1.56474 -0.63434
C11 2.81334 -0.27701 -1.12434
C12 1.95620 0.71022 -0.64622
Cl2 2.08609 2.31916 -1.20332
N2 -1.59065 -0.19736 -0.47642
H1 -1.01234 -2.13772 -2.52099
H2 -2.15954 -1.24083 -3.52280
H3 -0.73418 -0.42718 -2.83166
H4 -4.15053 -1.65649 -2.05642
H5 -5.29261 -1.04638 0.06547
H6 -3.99999 0.13967 1.83523
H7 -1.79974 1.16141 2.38971
H8 0.19307 -1.10616 1.58426
H9 3.37598 -2.33788 -1.00200
H10 3.54714 -0.02395 -1.87218

Atoms 1-2, force components in eV/Å:
C -0.05 -0.02 0.00
C -0.25 -0.06 -0.05

Output
structure (SMILES) = Cc1cccc(NS(=O)(=O)c2cc(Cl)ccc2Cl)n1
E_HOMO = -9.1 eV
LUMO = 0.51 eV
frontier orbital gap = 9.6 eV

Results of the Mulliken charge analysis, in e, for atoms 1 through 2: -1.349 0.447

---

Entry 11:
C24H52NO16S as an isolated structure at a distorted geometry, computed with ωB97M-V/def2-TZVPD.

Element x y z (Å)
N1 -0.14160 -0.17994 1.39916
H1 0.09971 0.65617 1.99494
H2 -1.12848 -0.20607 1.13384
H3 0.02743 -0.99089 1.76379
H4 0.64599 -0.15594 0.76387
S1 3.32576 0.97759 1.28825
O1 3.88297 2.33612 1.21963
O2 4.46646 0.13875 1.40150
O3 2.50851 0.85540 2.49356
O4 2.56816 0.62366 0.09410
O5 0.79435 1.32471 -2.66520
C1 1.58257 0.65909 -3.28990
O6 1.74308 0.45934 -4.62437
C2 0.78163 1.01089 -5.53016
C3 0.14898 0.04385 -6.51614
C4 2.52472 -0.18195 -2.54897
H5 1.29167 1.70274 -6.04981
H6 -0.10183 1.35295 -4.96130
H7 -0.30483 0.46722 -7.40818
H8 -0.36800 -0.82109 -5.91455
H9 0.93985 -0.68769 -6.97065
H10 2.97893 -1.04043 -3.14389
H11 1.92100 -0.64837 -1.59358
H12 3.21334 0.47850 -2.09009
O7 2.78796 5.08345 -0.07042
C5 2.00757 4.29819 -0.50603
O8 0.83691 4.52364 -1.17532
C6 0.42807 5.86670 -1.49650
C7 -0.83677 5.71344 -2.39397
C8 2.30002 2.82609 -0.13836
H13 1.12453 6.45572 -2.12687
H14 0.02226 6.49949 -0.70961
H15 -0.67249 5.02707 -3.19938
H16 -1.13664 6.53403 -2.84649
H17 -1.53824 5.46555 -1.77676
H18 2.60803 2.76691 0.90821
H19 2.97328 2.40110 -0.82345
H20 1.40271 2.16749 -0.02861
O9 -0.25990 -3.43859 0.97750
C9 0.46319 -4.30040 0.49531
O10 1.71782 -4.11104 -0.00463
C10 2.43837 -2.87723 0.19213
C11 3.86773 -3.15987 0.11110
C12 0.02921 -5.69159 0.30053
H21 2.11603 -2.24003 0.94820
H22 2.14742 -2.39137 -0.76346
H23 4.17023 -3.37081 -0.76751
H24 3.93364 -3.97317 0.77084
H25 4.54802 -2.32583 0.40723
H26 -0.88116 -5.87952 0.93550
H27 0.52385 -6.46051 0.94669
H28 -0.06830 -5.87692 -0.82411
O11 -0.57041 1.68892 2.05769
C13 -1.47852 1.89074 1.30195
O12 -2.61773 1.23636 1.17762
C14 -2.90275 0.27818 2.15179
C15 -4.08677 -0.62707 1.67968
C16 -1.31252 2.98397 0.16682
H29 -2.99443 0.82644 3.12759
H30 -1.91294 -0.40636 2.19490
H31 -3.81171 -1.11360 0.97714
H32 -4.80490 0.19581 1.38706
H33 -4.55809 -1.00078 2.52154
H34 -0.57556 3.77128 0.55559
H35 -2.33002 3.38464 0.03794
H36 -0.85054 2.74189 -0.64440
O13 -1.63361 -0.69031 3.82329
C17 -1.51359 -0.87865 4.95923
O14 -0.47614 -0.35482 5.70215
C18 0.62796 0.07166 4.85213
C19 1.57589 0.66190 5.97810
C20 -2.65299 -1.41910 5.87844
H37 0.57734 0.72117 3.85776
H38 1.01844 -0.86060 4.42139
H39 1.92276 -0.11146 6.73829
H40 1.02982 1.41975 6.66625
H41 2.30839 1.25387 5.72382
H42 -2.12346 -2.06660 6.56015
H43 -3.63918 -1.65426 5.39108
H44 -2.90765 -0.62287 6.54476
O15 -1.26635 -1.90918 -0.38588
C21 -1.83621 -2.67013 -1.14107
O16 -2.28051 -2.28425 -2.33425
C22 -2.02349 -0.97637 -2.84793
C23 -2.57767 -0.76344 -4.19863
C24 -2.09083 -4.15439 -0.88000
H45 -0.85784 -0.66544 -2.93622
H46 -2.27499 -0.05985 -2.20771
H47 -2.33276 -1.60110 -4.83628
H48 -2.03175 0.12850 -4.52080
H49 -3.54620 -0.43609 -4.52077
H50 -1.35979 -4.69179 -0.19113
H51 -2.25022 -4.64103 -1.79152
H52 -3.03220 -4.30214 -0.58513

Atoms 1-2, force components in eV/Å:
N 1.84 0.67 -3.19
H 0.59 -2.07 0.19

Output
E_HOMO = -2.5 eV
LUMO = 2.05 eV
frontier orbital gap = 4.5 eV
charge = -1

Results of the Mulliken charge analysis, in e, for atoms 1 through 2: 1.476 -0.064

---

Entry 12:
A 2-piece molecular cluster, C6H14N2 overall at a distorted geometry, computed with ωB97M-V/def2-TZVPD.

Element x y z (Å)
C1 1.64243 -0.68625 -1.90046
N1 0.41209 0.01250 -1.89952
C2 -0.08053 0.14794 0.05297
C3 -0.92542 -1.16679 0.08687
C4 -1.15435 -1.60657 1.52037
C5 -1.03070 -0.87160 2.60976
C6 -0.64261 1.66553 0.07449
N2 0.45395 2.69636 0.07666
H1 2.52804 0.01260 -1.74291
H2 1.77642 -1.46494 -1.20297
H3 1.73173 -1.11953 -2.90299
H4 0.37624 0.20715 -2.90996
H5 0.86858 0.07727 0.64385
H6 -1.87686 -0.94069 -0.45583
H7 -0.27460 -1.96105 -0.43714
H8 -1.51777 -2.63686 1.72358
H9 -1.27717 -1.20656 3.64413
H10 -0.58585 0.17926 2.70584
H11 -1.20982 1.80931 1.08927
H12 -1.29746 1.84505 -0.75235
H13 1.19337 2.45249 0.75710
H14 0.89029 2.55537 -0.78078

Atoms 1-2, force components in eV/Å:
C 1.82 1.41 -0.97
N 0.09 -1.20 2.53

Output
E_HOMO = -7.6 eV
LUMO = 0.73 eV
frontier orbital gap = 8.3 eV

Results of the Mulliken charge analysis, in e, for atoms 1 through 2: -0.968 -0.414

---

What are the ΔE to the lowest compared entry with this formula, charge and spin values for these records? In order: 3.0075, 2.6723, 5.5325, 1.7662, 4.1511, 2.4591, 3.4451, 0.0000, 0.3670, 0.0000, 1.5995, 5.2816 eV.